1.
Formula: C4H12
Source: OMol25
Level of theory: ωB97M-V/def2-TZVPD

Structure (XYZ):
```
16
Properties=species:S:1:pos:R:3:nbo_charge:R:1
C 0.081 -0.617 -1.661 -0.61
C -1.473 -0.206 -1.748 -0.62
H 0.832 0.012 -2.121 0.21
H 0.153 -0.730 -0.485 0.21
H 0.234 -1.609 -2.035 0.20
H -2.041 -1.121 -1.465 0.20
H -1.909 -0.196 -2.722 0.21
H -1.734 0.612 -1.140 0.20
C 0.274 0.959 1.448 -0.62
C 1.220 -0.085 1.926 -0.63
H -0.589 1.134 2.127 0.20
H 0.736 1.901 1.199 0.21
H -0.538 0.719 0.598 0.20
H 1.317 0.064 3.052 0.21
H 2.149 0.018 1.328 0.22
H 0.776 -1.110 1.876 0.21
```

Properties
HOMO energy	-10.74	eV

---

2.
Formula: C8H30N3O4
Source: OMol25
Level of theory: ωB97M-V/def2-TZVPD

Structure (XYZ):
```
45
Properties=species:S:1:pos:R:3:nbo_charge:R:1
N 0.572 0.037 -0.369 -1.07
H 1.018 0.592 0.347 0.41
H -0.402 0.273 -0.493 0.38
H 0.651 -0.934 -0.103 0.36
H 1.128 0.180 -1.199 0.36
C -1.625 -1.182 0.993 -0.62
C -0.801 -2.226 0.121 -0.06
C -1.293 -2.333 -1.341 -0.06
O -0.418 -3.184 -2.095 -0.57
C -0.761 -3.428 -3.502 -0.25
N 0.644 -1.999 0.205 -0.76
H -1.375 -1.214 2.053 0.20
H -2.703 -1.345 0.975 0.21
H -1.607 -0.187 0.546 0.24
H -0.956 -3.205 0.574 0.20
H -1.360 -1.367 -1.840 0.14
H -2.329 -2.669 -1.301 0.19
H -0.503 -2.548 -4.091 0.17
H -1.803 -3.700 -3.671 0.19
H -0.066 -4.163 -3.906 0.21
H 0.965 -2.753 -0.386 0.40
H 0.948 -2.150 1.156 0.38
C -1.153 2.772 2.727 -0.62
C -0.544 2.059 1.533 -0.10
C 0.961 2.198 1.527 -0.09
O 1.671 1.481 0.462 -0.55
C 3.044 1.845 0.202 -0.27
N -0.825 0.665 1.649 -0.83
H -0.745 2.253 3.595 0.20
H -2.241 2.828 2.680 0.23
H -0.795 3.779 2.943 0.22
H -1.141 2.436 0.702 0.20
H 1.493 1.841 2.409 0.19
H 1.311 3.228 1.584 0.21
H 3.639 0.944 0.055 0.20
H 3.447 2.216 1.145 0.20
H 3.113 2.592 -0.588 0.19
H -0.521 0.419 2.580 0.37
H -1.833 0.655 1.703 0.36
O -1.032 1.043 -0.999 -0.88
H -1.722 0.678 -1.553 0.50
H -0.995 1.969 -1.241 0.51
O 2.103 0.214 -1.855 -0.88
H 3.054 0.284 -1.935 0.50
H 1.784 1.105 -1.999 0.49
```

Properties
HOMO energy	-10.31	eV
total charge	+1

---

3.
Formula: C6H14IN2
Source: OMol25
Level of theory: ωB97M-V/def2-TZVPD

Structure (XYZ):
```
23
Properties=species:S:1:pos:R:3:nbo_charge:R:1
C 0.246 -0.646 0.603 0.40
C 0.128 -0.281 -2.996 -0.68
C 1.938 1.112 -1.486 -0.60
C -0.133 -0.877 2.998 -0.40
C -1.782 0.212 1.634 -0.46
C 0.803 -0.450 -1.660 0.08
N -0.471 -0.418 1.686 -0.32
N -0.104 -0.333 -0.642 -0.64
I 2.094 -2.215 -1.609 0.15
H 1.249 -1.101 0.838 0.26
H -0.513 -1.104 -3.203 0.23
H 0.851 -0.278 -3.746 0.25
H -0.373 0.633 -3.019 0.22
H 1.105 2.013 -1.489 0.20
H 2.352 1.100 -0.439 0.22
H 2.546 1.203 -2.444 0.25
H -0.878 -1.645 3.308 0.23
H 0.901 -1.232 2.958 0.22
H -0.102 -0.144 3.743 0.23
H -2.621 -0.443 1.517 0.24
H -2.048 0.899 2.463 0.25
H -1.945 0.876 0.755 0.22
H -1.007 -0.073 -1.025 0.45
```

Properties
HOMO energy	-12.74	eV
total charge	+1

---

Question: HOMO energy of number 2 (C8H30N3O4)?
Answer: -10.31 eV